Record 1
114
Properties=species:S:1:pos:R:3:forces:R:3:mulliken_spin:R:1 method="wB97M-V/def2-TZVPD" e_homo_ha="-0.55778 / -0.56311" multiplicity=2 de_lowest_ev=0.000 homo_lumo_gap_ev="7.31 / 5.69" total_charge=+3 e_tot_ha=-6728.9131
Ir -1.75782 0.06938 -1.75987 -0.7 0.6 -2.2 0.153
N -1.56592 -0.17173 0.25360 -0.4 0.0 0.1 0.006
S -1.16053 -0.21931 1.63253 0.1 -0.1 0.1 0.006
N 0.30699 0.40572 2.04457 0.1 0.1 0.1 0.001
S 1.60371 -0.35786 1.66815 -0.1 0.1 0.1 -0.007
N 1.69388 -1.00941 0.26255 0.2 -0.1 0.0 0.001
S 1.51717 -0.24969 -1.16788 0.0 0.3 -0.1 0.007
N 0.22607 -0.09751 -1.82091 0.2 -0.3 0.0 -0.013
C 2.62283 -1.21310 -2.15929 0.0 0.0 0.0 0.000
C 3.59606 -2.03545 -1.60697 0.0 0.0 0.0 -0.001
C 4.46442 -2.70681 -2.45665 0.0 0.0 0.0 0.000
C 4.36126 -2.54299 -3.83079 0.0 0.0 0.0 0.000
C 3.38143 -1.71772 -4.36977 0.0 0.0 0.0 0.003
C 2.50366 -1.04598 -3.53505 0.0 0.0 0.0 0.007
C 2.33566 1.32729 -1.00492 0.1 0.0 -0.1 -0.002
C 1.50269 2.41228 -0.77064 0.1 0.0 0.0 0.006
C 2.05487 3.67977 -0.68951 0.0 0.0 0.0 -0.002
C 3.42348 3.85163 -0.85774 0.0 0.0 0.0 0.000
C 4.24612 2.75688 -1.08655 0.0 0.0 0.0 0.000
C 3.70571 1.48056 -1.16011 0.0 0.0 0.0 -0.001
C 1.95600 -1.69838 2.76302 0.0 -0.1 0.0 0.000
C 1.84998 -1.41736 4.12145 0.0 0.0 0.0 0.000
C 2.17309 -2.41211 5.02638 0.0 0.0 0.0 0.000
C 2.60090 -3.65488 4.57073 0.0 0.0 0.0 0.000
C 2.69898 -3.91532 3.21152 0.0 0.0 0.0 0.000
C 2.37309 -2.93199 2.28829 0.0 0.0 0.1 0.000
C 2.89896 0.78275 2.03771 0.0 0.0 0.0 0.002
C 2.62894 2.08646 2.42133 0.0 0.0 0.0 -0.001
C 3.70118 2.91461 2.72462 0.0 0.0 0.0 0.000
C 5.00019 2.43463 2.64505 0.0 0.0 0.0 0.000
C 5.24901 1.12009 2.26378 0.0 0.0 0.0 0.000
C 4.19475 0.28075 1.95646 0.0 0.0 0.0 0.000
C -2.18471 0.68883 2.76165 0.0 0.0 0.0 0.008
C -3.55066 0.47830 2.60014 0.0 0.0 0.0 0.001
C -4.43319 1.15249 3.42634 0.0 0.0 0.0 0.000
C -3.94976 2.03051 4.39130 0.0 0.0 0.0 0.000
C -2.58515 2.22778 4.54334 0.0 0.0 0.0 0.001
C -1.68683 1.55072 3.72777 0.0 0.0 0.0 -0.002
C -1.16004 -1.86138 2.32424 -0.1 0.0 0.0 0.000
C -0.76611 -2.89568 1.48632 -0.1 0.0 0.0 0.000
C -0.75262 -4.18976 1.98074 -0.1 0.0 0.0 0.000
C -1.13786 -4.44033 3.29170 0.0 0.0 0.0 0.000
C -1.51682 -3.39553 4.12305 0.0 0.0 0.0 0.000
C -1.52798 -2.09313 3.64368 0.0 0.0 0.0 0.001
H 3.66672 -2.15442 -0.53608 0.0 0.0 0.0 0.000
H 5.22573 -3.35462 -2.04370 0.0 0.0 0.0 0.000
H 5.04969 -3.05879 -4.48662 0.0 0.0 0.0 0.000
H 3.30764 -1.59372 -5.44169 0.0 0.0 0.0 0.000
H 1.73003 -0.40258 -3.93427 0.0 0.0 0.0 -0.004
H 0.44003 2.24861 -0.66305 0.0 0.0 0.0 0.001
H 1.41999 4.53615 -0.50031 0.0 0.0 0.0 0.001
H 3.85062 4.84511 -0.82109 0.0 0.0 0.0 0.000
H 5.31007 2.89646 -1.22291 0.0 0.0 0.0 0.000
H 4.34396 0.62695 -1.34719 0.0 0.0 0.0 0.000
H 1.53115 -0.43938 4.46116 0.0 0.0 0.0 0.000
H 2.09915 -2.21804 6.08762 0.0 0.0 0.0 0.000
H 2.86520 -4.42375 5.28438 0.0 0.0 0.0 0.000
H 3.03344 -4.88471 2.86772 0.0 0.0 0.0 0.000
H 2.43198 -3.11555 1.22518 0.0 0.0 0.0 0.000
H 1.60830 2.43501 2.48396 0.0 0.0 0.0 0.000
H 3.51750 3.93517 3.03226 0.0 0.0 0.0 0.000
H 5.82837 3.08647 2.88943 0.0 0.0 0.0 0.000
H 6.26375 0.74903 2.21799 0.0 0.0 0.0 0.000
H 4.37430 -0.75102 1.67895 0.0 0.0 0.0 0.000
H -3.90097 -0.19591 1.82579 0.0 0.0 0.0 0.001
H -5.49841 0.99331 3.32583 0.0 0.0 0.0 0.000
H -4.64382 2.56555 5.02550 0.0 0.0 0.0 0.000
H -2.21719 2.90052 5.30606 0.0 0.0 0.0 0.000
H -0.62132 1.68772 3.84126 0.0 0.0 0.0 0.000
H -0.45540 -2.67247 0.47306 0.0 0.0 0.0 0.000
H -0.44910 -5.01034 1.34372 0.0 0.0 0.0 0.000
H -1.14660 -5.45592 3.66486 0.0 0.0 0.0 0.000
H -1.80370 -3.59283 5.14719 0.0 0.0 0.0 0.000
H -1.82119 -1.27665 4.28986 0.0 0.0 0.0 0.000
C -2.38243 2.70946 0.30075 0.0 0.0 0.0 0.008
C -1.89313 3.12475 -1.03906 -0.1 0.0 -0.2 -0.007
C -1.67203 4.50098 -1.26399 0.0 0.0 0.0 -0.009
C -1.23662 4.94791 -2.47246 0.0 0.0 0.0 -0.004
C -1.05924 4.01865 -3.51562 0.0 0.0 0.0 -0.017
C -0.68451 4.41802 -4.82257 0.0 0.0 0.0 0.185
C -0.58915 3.50665 -5.84932 0.0 0.1 0.0 -0.036
C -0.86979 2.16835 -5.60088 -0.1 -0.1 0.2 0.111
C -1.22298 1.73384 -4.31589 0.2 0.5 -0.2 0.008
S -1.61709 0.11768 -4.04755 -0.3 -0.3 0.6 0.479
C -1.30230 2.66434 -3.23787 0.0 -0.1 -0.1 0.078
N -1.67093 2.21702 -1.99378 0.2 -0.1 0.5 0.002
H -2.91354 3.53199 0.77630 0.0 0.0 0.0 0.000
H -1.53522 2.44413 0.93570 0.0 0.1 0.0 0.001
H -3.03178 1.84224 0.23100 0.0 0.0 0.0 -0.003
H -1.86062 5.19112 -0.45355 0.0 0.0 0.0 0.001
H -1.05929 6.00125 -2.65186 0.0 0.0 0.0 -0.001
H -0.48753 5.46723 -5.00396 0.0 0.0 0.0 0.003
H -0.31627 3.82747 -6.84463 0.0 0.0 0.0 0.002
H -0.83010 1.44210 -6.40323 0.0 0.0 0.0 -0.003
N -4.92758 0.72522 -3.67571 0.0 0.0 0.0 0.002
C -4.89401 0.39328 -2.37400 -0.1 0.0 -0.2 -0.002
N -6.05592 0.10612 -1.77109 0.0 0.0 0.0 0.000
O -3.84328 0.36939 -1.69585 0.1 -0.1 0.6 0.014
H -5.78329 0.73185 -4.20354 0.0 0.0 0.0 0.000
H -4.06694 0.88976 -4.16503 0.0 0.0 0.0 0.006
H -6.94340 0.15406 -2.24024 0.0 0.0 0.0 0.000
H -6.03332 -0.14130 -0.79800 0.0 0.0 0.0 0.000
Se -4.54929 -3.47202 0.54121 0.0 0.0 0.1 0.000
N -3.57972 -4.74764 -0.17361 0.1 0.0 0.0 0.000
C -2.72914 -4.15605 -0.99142 0.0 0.0 -0.1 0.000
C -1.76445 -4.84322 -1.77943 0.0 -0.1 0.0 0.000
C -0.97239 -4.09707 -2.58522 -0.1 0.0 -0.1 0.005
C -1.12247 -2.68645 -2.62850 -0.1 0.0 0.0 0.000
N -1.98847 -1.99088 -1.92259 0.5 -0.3 1.0 -0.002
C -2.81908 -2.71650 -1.06618 -0.2 0.1 -0.3 0.003
N -3.75454 -2.15816 -0.33314 0.1 0.0 0.1 0.000
H -1.69666 -5.92237 -1.73402 0.0 0.0 0.0 0.000
H -0.22946 -4.55307 -3.22394 0.0 0.0 0.0 0.000
H -0.48702 -2.12347 -3.29747 0.1 0.0 0.1 0.002

Record 2
108
Properties=species:S:1:pos:R:3:forces:R:3:mulliken_spin:R:1 method="wB97M-V/def2-TZVPD" e_homo_ha="-0.45207 / -0.45213" multiplicity=3 de_lowest_ev=2.169 homo_lumo_gap_ev="7.99 / 6.39" total_charge=+2 e_tot_ha=-3313.5894
Pd 0.01343 -0.02874 -1.29938 0.5 -0.9 2.5 1.191
C 0.24473 -2.37674 3.89542 0.0 -0.5 0.5 0.001
N 0.09063 -1.33454 2.91682 0.0 0.3 -0.4 0.000
C -0.01137 -1.49944 1.57452 -0.1 -0.2 -0.1 -0.020
N -0.10197 -0.31864 0.97542 0.1 -0.4 -0.4 0.148
C -0.06637 0.63226 1.94092 -0.1 -0.3 0.7 -0.041
C 0.05903 0.00406 3.17472 0.0 0.6 -0.6 0.019
C 0.22743 0.65096 4.47002 0.1 0.0 0.4 -0.001
C 1.11343 1.72606 4.55072 0.0 -0.2 0.1 0.001
C 1.25883 2.42436 5.73172 0.0 0.1 0.0 0.000
C 0.52273 2.05906 6.84892 -0.1 0.0 0.0 0.001
C -0.34927 0.98496 6.78192 0.0 0.0 0.1 0.000
C -0.49827 0.28096 5.59952 0.1 0.0 -0.2 0.000
C -0.28357 2.06726 1.74572 -0.6 0.3 0.2 -0.001
C 0.57523 2.83006 0.78052 0.1 -0.5 -0.4 0.008
C 0.36063 4.37296 0.77372 0.1 -0.1 0.0 -0.024
C -0.65897 4.88886 1.75862 -0.1 0.0 0.1 0.002
C -1.40177 4.09026 2.52212 0.2 0.6 -0.2 0.001
C -1.21967 2.66416 2.50452 0.5 -0.7 -0.4 0.006
P -0.01977 -3.15224 0.74252 0.1 0.8 -0.3 0.004
C 1.42813 -2.72084 -0.28498 -0.3 -0.2 0.0 0.003
N 1.44843 -1.73624 -1.15848 -0.2 0.4 0.1 0.120
C 2.74573 -1.49244 -1.49408 0.3 -0.5 0.3 0.021
C 3.54493 -2.37954 -0.78578 -0.1 0.5 -0.4 -0.002
N 2.69303 -3.15264 -0.04378 -0.7 0.4 -0.4 0.005
C 3.08463 -4.22004 0.83812 0.2 -0.5 0.5 0.002
C 4.99683 -2.44794 -0.57618 0.2 0.0 0.1 -0.001
C 5.56503 -1.49784 0.27182 0.0 -0.1 -0.1 0.001
C 6.91463 -1.54564 0.56382 0.0 0.1 0.1 0.000
C 7.70563 -2.54144 0.01432 0.0 0.0 0.0 0.001
C 7.14623 -3.48164 -0.83478 0.1 -0.1 0.0 0.000
C 5.79373 -3.44304 -1.12888 -0.1 0.1 0.0 0.001
C 3.04233 -0.42694 -2.44478 -0.2 0.2 -0.2 -0.009
C 4.34783 -0.04034 -2.74568 -0.2 0.0 0.0 -0.002
C 4.58423 0.98536 -3.64248 0.0 0.1 0.0 0.002
C 3.52843 1.64906 -4.24628 -0.1 0.0 0.0 0.001
C 2.22313 1.27196 -3.96178 -0.2 0.0 0.0 0.000
C 1.97743 0.23926 -3.07288 0.2 -0.2 -0.1 0.016
C -1.39437 -2.73864 -0.39108 0.2 -0.2 0.1 -0.004
N -1.50127 -1.71044 -1.22008 0.3 0.1 0.0 0.084
C -2.79777 -1.64544 -1.63038 -0.2 -0.6 0.3 0.031
C -3.50097 -2.67524 -1.02368 0.1 0.6 -0.4 0.003
N -2.59887 -3.35604 -0.26348 0.4 0.4 -0.4 0.002
C -2.91277 -4.49484 0.55472 -0.2 -0.6 0.5 0.002
C -4.94417 -2.93064 -0.95218 -0.2 -0.1 0.1 0.000
C -5.72367 -2.03684 -0.21958 0.1 -0.1 0.0 0.001
C -7.08087 -2.25384 -0.07868 0.0 0.1 0.0 0.000
C -7.67067 -3.35794 -0.67188 0.0 0.0 0.0 0.001
C -6.90127 -4.24344 -1.40818 0.0 -0.1 0.0 0.000
C -5.53977 -4.03654 -1.54828 0.1 0.1 0.0 0.001
C -3.29407 -0.59174 -2.50318 0.0 0.4 -0.2 0.031
C -2.54377 0.57546 -2.66088 0.2 -0.2 0.3 0.074
C -3.03417 1.63346 -3.40188 0.1 0.1 0.0 -0.002
C -4.27907 1.53556 -4.00648 0.0 0.0 0.0 0.003
C -5.00897 0.36326 -3.89348 0.0 0.1 0.0 -0.002
C -4.52557 -0.69654 -3.15038 0.2 0.0 0.0 -0.001
H 0.72983 -3.24134 3.44272 0.0 0.1 0.1 0.000
H -0.72417 -2.68674 4.28942 0.0 0.0 0.0 0.000
H 0.85423 -2.00774 4.71912 0.0 0.0 -0.1 0.000
H 1.69673 1.99106 3.68092 0.1 0.1 -0.1 0.000
H 1.95343 3.24896 5.77952 0.1 0.1 0.1 0.000
H 0.62793 2.61256 7.76832 0.0 0.0 0.1 0.000
H -0.91517 0.68866 7.65212 0.0 0.0 0.1 0.000
H -1.19587 -0.54164 5.55322 -0.1 -0.1 0.0 0.000
H 1.62633 2.60046 0.98582 -0.1 0.1 0.1 0.019
H 1.31373 4.86196 1.00712 -0.1 0.0 -0.1 0.001
H -0.75477 5.96226 1.79942 -0.1 0.2 0.1 0.000
H -2.12687 4.49766 3.20802 -0.1 0.2 0.1 0.000
H -1.81217 2.06976 3.18202 -0.1 -0.1 0.0 0.000
H 3.53153 -3.81984 1.75222 0.0 0.0 -0.1 0.000
H 3.81733 -4.86264 0.34822 -0.1 0.1 0.1 0.000
H 2.20463 -4.81294 1.09132 0.1 0.1 0.0 0.000
H 4.93833 -0.72344 0.69262 0.0 0.1 0.0 0.000
H 7.34753 -0.80834 1.22192 0.1 0.1 0.1 0.000
H 8.75833 -2.58264 0.24502 0.1 0.0 0.0 0.000
H 7.76573 -4.25064 -1.26818 0.1 -0.1 -0.1 0.000
H 5.36303 -4.17284 -1.79858 -0.1 -0.1 -0.1 0.000
H 5.17463 -0.54254 -2.26918 0.1 0.0 0.0 0.000
H 5.59953 1.26936 -3.87188 0.1 0.0 0.0 0.000
H 3.71893 2.45436 -4.93988 0.0 0.0 -0.1 0.001
H 1.39423 1.77096 -4.44678 0.0 0.0 0.0 0.002
H 0.91653 -0.10914 -2.92038 0.9 0.1 -1.0 0.035
H -3.61867 -5.13734 0.03052 0.1 0.0 0.1 0.000
H -3.37007 -4.17144 1.49252 0.0 -0.1 0.0 0.000
H -2.00407 -5.05844 0.76362 -0.1 0.0 0.0 0.000
H -5.25557 -1.17424 0.23352 0.0 0.1 0.0 0.000
H -7.67487 -1.56324 0.49992 -0.1 0.1 0.0 0.000
H -8.73077 -3.52354 -0.56778 -0.1 0.0 0.0 0.000
H -7.35957 -5.10214 -1.87258 -0.1 -0.1 -0.1 0.000
H -4.94447 -4.71844 -2.13898 0.1 -0.1 0.0 0.000
H -1.55247 0.64956 -2.14748 -1.5 0.4 -0.8 -0.097
H -2.44907 2.53806 -3.49888 0.1 0.1 0.0 0.004
H -4.68187 2.36996 -4.55958 0.0 0.1 -0.1 0.000
H -5.96427 0.27586 -4.38568 -0.1 0.0 -0.1 0.000
H -5.10027 -1.60644 -3.07348 -0.1 0.0 0.0 0.000
C 2.12943 5.25156 -1.69388 0.8 0.0 -0.1 0.000
N 0.69533 5.29886 -1.59438 -0.8 0.0 0.5 0.015
C -0.12427 5.70826 -2.61358 -0.5 -0.1 -0.2 0.004
C -1.40487 5.49966 -2.21888 0.2 0.1 -0.4 0.005
N -1.34367 4.97836 -0.96068 0.4 0.0 0.2 0.012
C -0.06257 4.83176 -0.59608 -0.1 0.6 0.2 0.020
S 0.33673 2.28646 -0.97658 0.2 -0.6 -0.1 0.305
H 2.53693 6.25226 -1.83878 -0.1 0.0 0.1 0.000
H 2.41353 4.62856 -2.54278 -0.1 -0.1 0.1 0.001
H 2.55073 4.81806 -0.79138 0.0 0.0 0.0 0.001
H 0.26473 6.10326 -3.52938 0.1 0.1 -0.2 0.000
H -2.33417 5.68466 -2.71808 -0.1 0.1 -0.1 0.001
H -2.12837 4.68986 -0.39258 0.1 0.0 0.1 0.000